1.
C41H112N8O11 | the ωB97M-V functional and the def2-TZVPD basis

The geometry in ORCA input format:
```
! RIJCOSX wB97M-V def2-TZVPD def2/J DEFGRID3
* xyz 0 1
O 11.9624 11.5761 12.8788
O 12.4388 19.3677 14.8527
O 20.5380 15.5642 13.2263
O 17.4066 18.6555 16.0305
O 15.8579 14.6307 17.5778
O 13.5347 14.3513 10.1816
O 16.1475 15.8866 12.2595
O 10.1511 16.1024 19.7623
O 16.6075 11.1148 13.3264
O 19.2716 20.0065 12.2680
O 9.6394 15.3693 12.0132
N 19.1876 9.2458 15.3597
N 20.0362 20.3008 15.9665
N 20.9641 15.1709 10.4140
N 12.1349 12.9728 15.1890
N 12.9993 15.5681 17.5156
N 9.6529 18.1131 14.4585
N 14.0250 12.2564 8.5428
N 16.7018 18.5958 13.0370
C 18.8198 22.2657 17.0296
C 16.5605 14.4587 14.0788
C 16.4997 14.7272 18.8124
C 15.1249 12.9850 9.1017
C 12.2995 12.3473 11.8147
C 11.6828 15.3019 18.1592
C 11.3313 20.0490 16.9325
C 16.5053 11.3783 11.9099
C 14.4713 15.8066 14.0397
C 12.8753 15.5705 10.5523
C 18.0201 20.1779 11.6936
C 19.7241 14.8154 11.0994
C 15.9995 13.8453 19.9906
C 18.8940 11.6436 15.2798
C 10.5765 15.8204 14.6770
C 17.9751 14.3987 18.4667
C 19.6993 13.2963 11.5779
C 17.4962 20.0854 16.3119
C 14.2811 11.7250 15.8666
C 13.3349 12.2302 14.7230
C 9.0400 16.3495 12.8255
C 16.8881 17.9640 17.1666
C 20.7815 16.6851 14.1075
C 11.6453 13.9149 18.6461
C 8.7211 14.7248 11.1083
C 13.5516 18.7904 16.8997
C 19.5058 15.7899 12.2763
C 18.2180 10.3251 15.1186
C 9.7691 16.3333 21.0729
C 14.7184 14.4523 9.4412
C 15.5376 15.0716 13.2079
C 18.8649 20.6580 16.8037
C 12.9719 11.1280 13.6995
C 15.8429 19.0734 10.8245
C 17.7871 10.2651 13.5779
C 17.1418 18.9734 11.6708
C 10.1166 16.9399 13.7041
C 11.4284 16.2899 19.3243
C 12.2251 19.0164 16.2329
C 20.3055 20.0788 11.3276
C 16.3647 12.9575 8.1052
H 17.6875 18.0996 11.3459
H 9.3556 17.9202 15.4014
H 18.9028 14.9359 10.3778
H 9.1588 17.2428 21.1097
H 18.5718 15.5633 12.8331
H 18.6569 10.5738 13.0082
H 16.0973 19.2747 9.7932
H 8.9878 18.7404 14.0327
H 17.6259 17.8180 18.0097
H 15.5300 11.8233 11.7494
H 16.4747 16.9588 16.8230
H 17.2275 15.2174 14.5340
H 17.1843 13.5047 8.5870
H 18.1527 20.3963 10.6115
H 13.5069 18.4750 17.9195
H 16.7913 20.4434 17.0933
H 14.9743 16.6587 14.5263
H 15.3279 18.1667 11.0507
H 16.6390 11.9529 8.0870
H 18.2161 12.4463 14.9956
H 13.8577 11.0022 16.5262
H 19.5376 12.6782 10.7110
H 13.1420 16.5680 17.4556
H 19.7452 22.5619 17.4538
H 14.5763 14.9889 8.4582
H 11.1149 19.6842 17.9175
H 12.6903 16.2375 9.6961
H 11.6749 17.2983 19.0002
H 17.5377 18.4337 13.5746
H 11.5137 13.0170 14.3405
H 13.8648 13.0103 14.1777
H 18.5927 14.2062 19.3632
H 8.3327 15.8318 13.5200
H 10.4587 20.0161 16.2951
H 8.4878 17.1606 12.1955
H 17.5125 20.9581 12.2332
H 11.4820 16.1444 15.1501
H 19.1601 11.8823 16.3152
H 17.1377 13.8874 13.3892
H 13.1827 11.9132 11.2586
H 12.3071 13.6969 19.5523
H 20.6614 13.0490 12.0219
H 8.5134 15.3218 10.2099
H 19.8247 11.6928 14.7309
H 14.1803 18.1149 16.2821
H 11.7236 18.0466 16.1848
H 17.9261 22.5976 17.5328
H 21.1914 19.9067 11.8054
H 21.0606 17.5326 13.4776
H 13.8834 10.9033 13.1424
H 17.1381 20.5377 15.4357
H 11.9778 13.2359 17.7539
H 17.5642 9.1981 13.2952
H 14.9056 14.8563 17.7156
H 10.7593 14.9369 14.1273
H 11.6074 12.2954 15.7693
H 21.6232 16.4913 14.7386
H 16.5660 14.0668 20.8617
H 17.3955 10.1015 15.7739
H 13.1566 12.5153 8.9031
H 11.5348 19.2563 14.5210
H 10.9143 15.5215 17.3785
H 13.0801 15.1737 16.5803
H 17.8962 13.4504 17.9762
H 19.5734 16.8156 11.8565
H 13.9285 12.4149 7.5511
H 7.8165 14.5206 11.5816
H 15.2335 19.9320 11.2147
H 10.9287 17.1071 13.0804
H 11.4655 12.4072 11.1113
H 15.0711 11.1437 15.3849
H 15.0789 14.2667 12.6293
H 21.0546 14.4395 9.6810
H 19.9098 9.4198 14.6566
H 9.1205 13.7549 10.8642
H 10.7031 13.4188 18.9274
H 13.3955 16.1543 11.2533
H 16.4032 15.7375 19.2522
H 16.6349 10.4477 11.3416
H 9.8250 15.7561 15.4424
H 14.1121 19.7171 17.1023
H 15.4326 14.9930 10.0943
H 19.7991 20.5091 14.9957
H 15.9922 18.4098 17.6198
H 18.4661 15.1344 17.8148
H 16.0111 19.1840 13.4524
H 16.1406 13.8820 14.8793
H 19.9197 16.9806 14.6868
H 18.9406 13.0133 12.3182
H 9.3153 15.4261 21.5437
H 15.4044 12.5643 10.0437
H 20.2581 19.2947 10.5811
H 12.4360 13.3565 12.1453
H 12.2058 16.0732 20.0882
H 20.2666 21.0591 10.8278
H 14.6154 12.6341 16.3403
H 15.9407 12.8172 19.7743
H 12.6159 10.1713 14.1206
H 16.1387 16.7997 12.6268
H 14.1227 15.1709 14.8707
H 18.7116 22.6669 16.0480
H 17.1331 12.1676 11.4995
H 19.0448 20.0929 17.7387
H 19.8977 19.2717 15.9886
H 19.5053 9.3740 16.2898
H 11.9090 15.3313 10.9945
H 11.7426 21.0829 16.8581
H 21.7732 15.0958 10.9720
H 10.6445 16.4717 21.7512
H 13.6093 16.1930 13.5298
H 16.2594 13.3733 7.0953
H 14.9834 14.1149 20.2936
*
```

Kohn-Sham gap: 9.52 eV
E_LUMO: 0.59 eV
DFT total energy: -2894.7388 Ha
energy relative to the best compared isomer or geometry (same formula, charge and spin): 71.6 kcal/mol
structure (SMILES): COC[C@H](C)N.COC[C@H](C)N.COC[C@H](C)N.COC[C@H](C)N.COC[C@H](C)N.COC[C@H](C)N.COC[C@H](C)N.COC[C@H](C)N.CC(C)O.CC(C)O.CC(C)O

Results of the Löwdin charge analysis, in e, for atoms 1 through 5: -0.1939, -0.0610, -0.1984, -0.2029, -0.0901

---

2.
H32O16 | the ωB97M-V functional and the def2-TZVPD basis

The geometry in ORCA input format:
```
! RIJCOSX wB97M-V def2-TZVPD def2/J DEFGRID3
* xyz 0 1
O -2.2077 -0.0256 1.5149
O -0.1157 3.5264 -0.3741
O -3.2687 2.6214 -0.9921
O 0.6293 -3.0376 -0.8561
O 3.6193 0.9364 1.0399
O -0.5337 -0.9066 -3.2881
O -0.6497 2.0084 -2.6311
O 2.2763 2.0874 -1.0781
O 0.7913 -0.2976 2.2509
O 0.3303 -0.0776 -0.3441
O 2.8923 -0.9816 -1.0001
O -1.3467 -2.0726 3.4969
O 1.0513 2.9614 2.2659
O -2.3627 0.0124 -1.1991
O 1.6843 -3.1616 1.9249
O -1.7867 -2.5466 0.4809
H 0.1753 3.3504 2.2029
H 2.9323 -0.6446 -0.1281
H 0.8583 -3.0676 -1.7621
H 1.0283 -2.2186 -0.5791
H -1.4557 -3.4016 0.6329
H -2.5267 -0.0486 0.5879
H 1.6693 -0.7046 2.2679
H -0.5677 0.0374 -0.6441
H -0.4397 2.9984 0.3329
H -1.3647 2.6864 -2.5801
H 0.8153 2.0444 2.5029
H -1.1537 -2.1856 -0.1231
H -3.0457 -0.2526 -1.7451
H 0.1963 -1.4956 -3.4891
H 0.3843 -0.2146 0.5929
H 2.0383 -3.1116 2.7919
H 2.3493 2.4094 -1.9821
H -0.2307 2.9364 -1.1141
H -0.9487 1.5944 -3.4461
H 1.6103 1.3794 -1.2071
H 2.9313 1.1984 0.3809
H -0.8997 -1.4266 2.9609
H -4.0337 2.2894 -0.6401
H 0.6263 0.1054 3.0949
H 4.4473 0.9964 0.5129
H -1.7617 0.2884 -1.8841
H -2.3747 -0.9446 1.7209
H 0.8643 -2.6926 1.8589
H -2.8237 1.7764 -0.9761
H 2.4043 -0.3636 -1.5321
H -1.1127 -1.5086 -2.8291
H -1.5917 -2.8566 3.0099
*
```

Kohn-Sham gap: 9.86 eV
E_LUMO: -0.48 eV
DFT total energy: -1222.9792 Ha
energy relative to the best compared isomer or geometry (same formula, charge and spin): 137.8 kcal/mol

Results of the Löwdin charge analysis, in e, for atoms 1 through 5: -0.0666, -0.0286, -0.0072, -0.0253, -0.0864

---

Question: Among the records above, which one has the highest E_LUMO?
Answer: C41H112N8O11